Density functional theory data (ωB97M-V/def2-TZVPD) for a single C6H10Cl3OP molecule at a distorted geometry.

Summary:
molar mass: 235.478 g/mol
ΔE to the lowest compared entry with this formula, charge and spin: 0.0 kcal/mol
E_tot: -2031.84577 Eh
charge: 0
maximum force: 4.98 eV/A
SMILES string: O=P(Cl)(Cl)[C@H]1CCCC[C@@H]1Cl
orbital gap: 10.8 eV

Geometry as XYZ:
```
21
Properties=species:S:1:pos:R:3:forces:R:3
C -0.963988 1.362597 -0.098878 -0.4 0.6 0.9
C -1.776631 0.191620 -0.550143 -0.4 -1.3 0.9
C -0.157403 0.917147 1.160087 -1.6 3.5 0.6
C -0.876297 -0.936451 -1.068226 -0.4 0.3 -3.0
C 0.780139 -0.194388 0.905010 -1.6 -1.8 -4.4
C -0.031295 -1.584506 -0.055577 2.4 2.3 2.5
O 2.077802 0.983293 -1.427188 -0.5 -1.2 1.7
P 2.180868 0.247845 -0.130489 1.5 1.1 -1.5
Cl -0.961818 -2.543589 1.143214 0.3 0.3 -0.4
Cl 3.251416 -1.503404 -0.392093 -0.3 0.6 0.3
Cl 3.405712 1.331011 1.130332 -0.4 -0.4 -0.2
H -0.314610 1.621695 -0.910471 0.9 0.1 -0.4
H -1.511893 2.348766 0.069044 0.2 -1.6 0.2
H -2.318061 -0.252205 0.332450 -0.1 0.6 -0.9
H -2.434111 0.438812 -1.356545 -0.7 0.2 -0.3
H 0.354595 1.945343 1.400601 -0.4 -2.2 0.4
H -0.888528 0.629269 2.030664 1.4 0.6 -1.6
H -1.483166 -1.754272 -1.534760 0.2 0.7 0.3
H -0.271662 -0.508833 -1.985910 -0.6 -0.9 1.9
H 1.140170 -0.547398 1.785644 1.3 -1.6 2.5
H 0.798754 -2.192358 -0.446776 -0.6 0.2 0.3
```
Forces are in eV/Å.

Atomic partial charges in e from the Löwdin method, atoms 1 to 4:
1 C -0.224
2 C -0.228
3 C -0.238
4 C -0.283